# 1
Here is a 3-piece molecular cluster, C4H13NO2 overall from the Open Molecules 2025 dataset. Energies are from ωB97M-V/def2-TZVPD.

Structure (ORCA input):
```
! RIJCOSX wB97M-V def2-TZVPD def2/J DEFGRID3
* xyz -1 2
C -1.375 0.277 2.439
C -0.333 0.137 1.597
N -0.380 -0.403 0.309
C 0.470 -1.502 -0.157
C 1.801 -1.060 -0.769
H -1.259 1.028 3.214
H -2.293 -0.288 2.380
H 0.663 0.280 2.011
H -1.360 -0.661 0.168
H 0.534 -2.285 0.608
H -0.109 -1.980 -0.966
H 2.095 -1.837 -1.483
H 1.712 -0.074 -1.212
H 2.552 -1.002 0.025
H 0.441 1.891 -0.422
H 0.104 3.347 -0.167
O 0.569 2.779 -0.783
H -0.685 0.826 -2.622
H -1.533 -0.112 -1.791
O -1.612 0.641 -2.380
*
```

The energy above the lowest of the compared OMol25 structures with the same formula, charge and spin is 27.5 kcal per mole. As for the expectation value of S²: 0.751. The calculation puts the orbital gap (spin up / spin down) at 2.87 / 8.48 eV. The value obtained for the maximum force is 1.479 eV/Å.



# 2
Here is C4H15NO4S as an isolated structure from the Open Molecules 2025 dataset. Energies are from ωB97M-V/def2-TZVPD.

Structure (ORCA input):
```
! RIJCOSX wB97M-V def2-TZVPD def2/J DEFGRID3
* xyz -2 1
C 1.703 -0.293 0.314
N 0.586 -1.045 0.992
C -0.774 -0.446 1.016
C -0.862 0.739 1.963
S -0.987 0.372 3.760
C -1.109 -0.049 -0.451
O -1.365 1.293 -0.644
H 2.004 -0.926 -0.572
H 2.650 -0.265 0.905
H 1.410 0.753 0.240
H 0.784 -1.149 2.005
H -1.395 -1.274 1.426
H -1.706 1.396 1.820
H 0.113 1.266 1.835
H -2.131 -0.534 -0.611
H -0.338 -0.408 -1.133
H 0.425 0.260 -3.693
H -0.531 1.938 -1.162
O -0.437 0.741 -3.838
H 1.199 -2.552 0.536
H 0.334 -3.620 1.482
O 1.095 -3.530 0.908
H -0.529 3.339 -1.946
H -0.201 1.397 -3.050
O 0.060 2.597 -2.105
*
```

The energy above the lowest of the compared OMol25 structures with the same formula, charge and spin is 45.8 kcal per mole. The calculation puts the orbital gap at 5.84 eV. The value obtained for the maximum force is 3.269 eV/Å.



# 3
Here is one molecule with the formula C2H2INO2S from the Open Molecules 2025 dataset. Energies are from ωB97M-V/def2-TZVPD.

Structure (ORCA input):
```
! RIJCOSX wB97M-V def2-TZVPD def2/J DEFGRID3
* xyz 0 1
C -1.044 0.708 -0.096
C -0.739 -0.274 0.664
N -1.280 1.380 -1.060
O 0.568 -1.766 -1.122
O 1.380 -1.742 1.209
S 0.745 -1.044 0.090
I 1.967 1.052 -0.296
H -0.941 -0.467 1.710
H -0.657 2.152 -1.099
*
```

The SMILES is N=C=CS(=O)(=O)I. The energy above the lowest of the compared OMol25 structures with the same formula, charge and spin is 21.4 kcal per mole. The calculation puts the orbital gap at 8.87 eV. The value obtained for the maximum force is 2.757 eV/Å.



# 4
Here is one molecule with the formula C4H6F3N3OS from the Open Molecules 2025 dataset. Energies are from ωB97M-V/def2-TZVPD.

Structure (ORCA input):
```
! RIJCOSX wB97M-V def2-TZVPD def2/J DEFGRID3
* xyz 0 1
C -1.543 1.151 0.637
C 0.485 0.188 -0.773
C -0.421 1.673 -0.177
C -3.751 0.982 1.190
N 0.612 -0.019 -1.994
N -2.727 1.507 0.318
N 2.224 -1.512 -0.309
O 1.798 0.405 1.465
F -0.786 2.422 -1.237
F -3.268 1.148 2.541
F -4.734 1.888 1.164
S 1.098 -0.667 0.840
H -1.233 0.693 1.595
H 0.304 2.226 0.518
H -4.047 0.021 1.000
H 1.164 -0.755 -2.151
H 3.174 -1.479 -0.097
H 1.904 -2.467 -0.261
*
```

The energy above the lowest of the compared OMol25 structures with the same formula, charge and spin is 32.5 kcal per mole. The calculation puts the orbital gap at 9.29 eV. The value obtained for the maximum force is 6.134 eV/Å.



# 5
Here is a 7-piece molecular cluster, C4H20O8 overall from the Open Molecules 2025 dataset. Energies are from ωB97M-V/def2-TZVPD.

Structure (ORCA input):
```
! RIJCOSX wB97M-V def2-TZVPD def2/J DEFGRID3
* xyz 0 1
C -0.002 0.850 -1.699
O 1.400 0.785 -1.887
C -0.539 -0.258 -0.790
C -1.966 -0.665 -1.148
C -2.087 -1.795 -2.150
O -2.759 -2.759 -1.902
H -0.429 0.869 -2.700
H -0.284 1.814 -1.255
H 1.869 0.338 -1.172
H -0.490 0.016 0.244
H 0.202 -1.067 -0.786
H -2.542 -1.033 -0.299
H -2.489 0.224 -1.522
H -1.556 -1.731 -3.117
H 0.247 0.581 3.316
H 0.661 -0.515 4.191
O 0.175 0.326 4.243
H 2.604 -1.900 3.442
H 2.211 -1.303 2.002
O 1.903 -1.531 2.900
H 3.041 -1.705 -0.392
H 3.829 -1.063 0.792
O 2.971 -1.091 0.356
H -1.634 3.327 -0.653
H -2.856 2.403 -0.575
O -2.566 3.307 -0.409
H -2.980 2.905 2.862
H -1.478 2.605 3.254
O -2.162 2.483 2.589
H 2.357 -2.247 -2.657
H 2.513 -0.687 -2.759
O 2.835 -1.485 -2.319
*
```

The SMILES is O=CCCCO.O.O.O.O.O.O. The energy above the lowest of the compared OMol25 structures with the same formula, charge and spin is 28.8 kcal per mole. The calculation puts the orbital gap at 10.18 eV. The value obtained for the maximum force is 0.969 eV/Å.



# 6
Here is C32H23ClF3N2O10PSTa as an isolated structure from the Open Molecules 2025 dataset. Energies are from ωB97M-V/def2-TZVPD.

Structure (ORCA input):
```
! RIJCOSX wB97M-V def2-TZVPD def2/J DEFGRID3
* xyz 1 1
Ta -0.331 -0.385 0.966
O -3.953 -2.632 0.058
C -2.924 -2.049 0.611
O -1.929 -1.699 -0.023
C -2.974 -1.839 2.063
C -3.995 -2.179 2.919
C -3.829 -1.880 4.274
C -2.666 -1.269 4.701
C -1.692 -0.962 3.758
N -1.854 -1.244 2.478
C -0.376 -0.285 4.050
O -0.052 0.027 5.163
O 0.315 -0.126 2.956
H -3.816 -2.709 -0.901
H -4.890 -2.655 2.545
H -4.612 -2.124 4.978
H -2.481 -1.010 5.734
C 2.714 4.771 -1.585
C 3.127 3.531 -2.048
C 2.287 2.433 -1.938
C 1.028 2.573 -1.356
C 0.633 3.815 -0.853
C 1.470 4.911 -0.985
P -0.074 1.145 -1.249
C -1.567 1.503 -2.215
C -1.926 2.785 -2.618
C -3.100 2.985 -3.332
C -3.916 1.912 -3.651
C -3.553 0.629 -3.263
C -2.388 0.424 -2.547
C 0.648 -0.307 -1.974
C 1.065 -0.569 -3.278
C 1.344 -1.875 -3.629
C 1.148 -2.892 -2.696
C 0.713 -2.615 -1.409
C 0.485 -1.296 -0.997
H 3.367 5.628 -1.679
H 4.102 3.417 -2.503
H 2.612 1.469 -2.309
H -0.316 3.920 -0.344
H 1.157 5.872 -0.600
H -1.297 3.633 -2.391
H -3.371 3.985 -3.640
H -4.829 2.072 -4.209
H -4.180 -0.212 -3.530
H -2.099 -0.580 -2.259
H 1.142 0.230 -4.006
H 1.676 -2.114 -4.631
H 1.323 -3.920 -2.990
H 0.534 -3.443 -0.737
S 0.487 -2.738 1.770
C 2.095 -3.134 1.299
N 2.991 -2.202 0.923
C 4.264 -2.480 0.571
C 4.722 -3.763 0.595
C 3.833 -4.770 0.995
C 2.539 -4.464 1.340
H 2.688 -1.225 0.908
H 4.867 -1.630 0.287
H 5.741 -3.982 0.317
H 4.164 -5.800 1.028
H 1.840 -5.230 1.642
O -2.309 1.836 2.845
Cl -2.733 1.935 1.493
O -2.165 0.684 0.766
O -4.129 1.803 1.340
O -2.195 3.054 0.820
F 2.673 2.226 3.288
C 2.685 2.267 1.962
F 3.839 1.749 1.526
F 2.608 3.529 1.563
C 1.508 1.436 1.422
O 1.746 0.287 0.916
O 0.339 1.813 1.505
*
```

The energy above the lowest of the compared OMol25 structures with the same formula, charge and spin is 79.2 kcal per mole. The calculation puts the orbital gap at 7.41 eV. The value obtained for the maximum force is 0.624 eV/Å.